--- A ---
The following is a quantum chemistry calculation of C2H3P in the gas phase, from the Open Molecules 2025 dataset.

The HOMO energy comes out at -9.74 eV. The gap between HOMO and LUMO is 10.80 eV.

```
! wB97M-V def2-TZVPD RIJCOSX def2/J DEFGRID3
* xyz 0 1
C -1.309 0.723 -0.781
C -0.463 0.018 -0.293
P 0.839 -0.975 0.639
H -2.025 0.897 -1.554
H 0.951 -0.276 1.744
H 2.006 -0.388 0.244
*
```

Mulliken atomic charge list, values in e, 2 entries: 0.151 -0.499

***

--- B ---
The following is a quantum chemistry calculation of 2 unconnected molecules or ions with the total composition C2H3P, from the Open Molecules 2025 dataset.

The HOMO energy comes out at -9.89 eV. The gap between HOMO and LUMO is 8.79 eV.

```
! wB97M-V def2-TZVPD RIJCOSX def2/J DEFGRID3
* xyz 0 1
C -0.756 0.365 0.055
C -1.976 0.455 0.023
P 1.741 0.259 0.019
H -3.035 0.258 0.168
H 1.988 -0.560 -1.132
H 2.036 -0.777 0.868
*
```

Mulliken atomic charge list, values in e, 2 entries: -0.517 -0.096

***

Which one is most stable, and which one is least stable? A is the most stable of them, while B is the least stable.

***

--- A ---
The following is a quantum chemistry calculation of 2 unconnected molecules or ions with the total composition C2H2ClP, from the Open Molecules 2025 dataset.

The HOMO energy comes out at -8.62 eV. The gap between HOMO and LUMO is 8.23 eV.

```
! wB97M-V def2-TZVPD RIJCOSX def2/J DEFGRID3
* xyz 0 1
C 2.048 0.196 0.059
C 0.637 0.428 0.065
P 1.814 1.857 -0.023
Cl 3.112 -1.105 0.046
H -0.371 -0.395 -0.912
H 0.045 0.234 0.952
*
```

Mulliken atomic charge list, values in e, 2 entries: 0.256 -0.508

***

--- B ---
The following is a quantum chemistry calculation of C2H2ClP in the gas phase, from the Open Molecules 2025 dataset.

The HOMO energy (spin up / spin down) comes out at -8.54 / -8.44 eV. The gap between HOMO and LUMO (spin up / spin down) is 6.90 / 6.78 eV.

```
! wB97M-V def2-TZVPD RIJCOSX def2/J DEFGRID3
* xyz 0 1
C -0.328 0.468 0.194
C 0.645 -0.450 -0.139
P -1.354 1.795 1.415
Cl 0.615 -1.318 -1.489
H -1.093 0.239 -0.480
H 1.515 -0.734 0.498
*
```

Mulliken atomic charge list, values in e, 2 entries: -0.578 0.047

***

Which one is most stable, and which one is least stable? A is the most stable of them, while B is the least stable.

***

--- A ---
The following is a quantum chemistry calculation of C4H8NOS in the gas phase, from the Open Molecules 2025 dataset.

The HOMO energy (spin up / spin down) comes out at -9.50 / -9.34 eV. The gap between HOMO and LUMO (spin up / spin down) is 10.27 / 6.90 eV.

```
! wB97M-V def2-TZVPD RIJCOSX def2/J DEFGRID3
* xyz 0 2
C 0.459 1.359 -0.192
C 0.727 0.500 -1.445
S -0.676 -0.378 -2.143
C 0.149 0.615 1.090
N -0.475 -0.634 1.011
C 0.249 -1.778 1.516
O 0.483 1.068 2.156
H -0.359 1.994 -0.547
H 1.323 1.991 0.008
H 1.459 -0.275 -1.230
H 1.104 1.108 -2.236
H -1.004 -0.798 0.167
H -0.391 -2.433 2.118
H 0.731 -2.376 0.742
H 0.973 -1.453 2.266
*
```

Mulliken atomic charge list, values in e, 2 entries: -0.361 -0.744

***

--- B ---
The following is a quantum chemistry calculation of a molecular structure, C4H8NOS, from the Open Molecules 2025 dataset.

The HOMO energy (spin up / spin down) comes out at -9.74 / -9.36 eV. The gap between HOMO and LUMO (spin up / spin down) is 10.58 / 7.01 eV.

```
! wB97M-V def2-TZVPD RIJCOSX def2/J DEFGRID3
* xyz 0 2
O 0.866 -0.080 2.845
C 0.292 -0.498 1.885
N -0.911 0.005 1.174
C -0.648 0.129 -0.271
C 0.208 1.379 -0.622
S 0.557 1.515 -2.358
C -0.107 -1.143 -0.980
H 0.620 -1.464 1.460
H -0.116 0.690 1.483
H -1.506 0.314 -0.911
H -0.371 2.210 -0.216
H 1.156 1.351 -0.062
H -0.605 -2.062 -0.657
H 0.949 -1.305 -0.743
H -0.385 -1.041 -2.026
*
```

Mulliken atomic charge list, values in e, 2 entries: -0.437 0.026

***

Which one is most stable, and which one is least stable? A is the most stable of them, while B is the least stable.

***

--- A ---
The following is a quantum chemistry calculation of 2 unconnected molecules or ions with the total composition C4H7F2N, from the Open Molecules 2025 dataset.

The HOMO energy comes out at -9.12 eV. The gap between HOMO and LUMO is 8.48 eV.

```
! wB97M-V def2-TZVPD RIJCOSX def2/J DEFGRID3
* xyz 0 1
C -2.362 0.710 -0.359
C -1.429 -0.092 0.063
C 1.188 -0.972 -0.788
C 1.194 0.711 0.910
N 0.829 0.364 -0.391
F -3.677 0.552 -0.128
F -1.299 -1.250 0.733
H -2.307 1.480 -1.101
H 0.980 -1.812 -0.146
H 0.582 -1.287 -1.714
H 2.273 -0.997 -1.057
H 0.820 1.637 1.418
H 1.035 -0.030 1.672
H 2.173 0.985 0.887
*
```

Mulliken atomic charge list, values in e, 2 entries: -0.108 0.191

***

--- B ---
The following is a quantum chemistry calculation of 2 unconnected molecules or ions with the total composition C4H7F2N, from the Open Molecules 2025 dataset.

The HOMO energy (spin up / spin down) comes out at -7.59 / -7.00 eV. The gap between HOMO and LUMO (spin up / spin down) is 8.25 / 7.72 eV.

```
! wB97M-V def2-TZVPD RIJCOSX def2/J DEFGRID3
* xyz 0 1
C -1.497 1.349 0.102
C -1.191 0.133 -0.105
C -0.302 -0.717 0.626
C 1.503 0.571 -0.362
N 0.107 -1.920 0.157
F 2.387 -0.490 -0.518
F 2.140 1.557 0.425
H -2.009 1.987 -0.601
H -1.256 1.868 1.060
H -1.506 -0.303 -1.054
H -0.330 -0.635 1.699
H 1.088 0.839 -1.327
H 0.118 -1.923 -0.884
H 0.748 -2.318 0.784
*
```

Mulliken atomic charge list, values in e, 2 entries: -0.618 -0.268

***

Which one is most stable, and which one is least stable? B is the most stable of them, while A is the least stable.

***

--- A ---
The following is a quantum chemistry calculation of 2 unconnected molecules or ions with the total composition C2H5NO, from the Open Molecules 2025 dataset.

The HOMO energy comes out at -9.04 eV. The gap between HOMO and LUMO is 8.85 eV.

```
! wB97M-V def2-TZVPD RIJCOSX def2/J DEFGRID3
* xyz 0 1
C -0.054 0.357 -1.381
N -1.021 -0.345 -0.883
H 0.620 0.936 -0.707
H -0.142 0.708 -2.416
H -1.892 0.212 -0.989
C 0.608 -0.493 1.589
O 1.616 -1.109 1.377
H -0.411 -0.870 1.800
H 0.675 0.604 1.609
*
```

Mulliken atomic charge list, values in e, 2 entries: -0.178 -0.494

***

--- B ---
The following is a quantum chemistry calculation of a molecular structure, C2H5NO, from the Open Molecules 2025 dataset.

The HOMO energy comes out at -10.17 eV. The gap between HOMO and LUMO is 9.65 eV.

```
! wB97M-V def2-TZVPD RIJCOSX def2/J DEFGRID3
* xyz 0 1
C 0.072 -1.187 0.201
C -0.572 0.132 -0.380
O -1.605 0.216 -1.005
N 0.458 0.836 0.082
H -0.665 -1.645 0.862
H 0.964 -0.952 0.784
H 0.353 -1.830 -0.633
H 0.227 2.460 -0.285
H 0.635 2.069 0.317
*
```

Mulliken atomic charge list, values in e, 2 entries: -0.686 0.666

***

--- C ---
The following is a quantum chemistry calculation of 2 unconnected molecules or ions with the total composition C2H5NO, from the Open Molecules 2025 dataset.

The HOMO energy comes out at -8.09 eV. The gap between HOMO and LUMO is 8.62 eV.

```
! wB97M-V def2-TZVPD RIJCOSX def2/J DEFGRID3
* xyz 0 1
C -1.490 -0.217 -0.046
C 0.804 -0.937 -0.012
N -1.396 1.018 0.445
O -2.380 -0.892 -0.406
H 1.397 -0.590 -0.958
H 1.219 -0.594 0.867
H 0.233 -1.826 -0.008
H -0.476 1.481 0.565
H -2.216 1.596 0.536
*
```

Mulliken atomic charge list, values in e, 2 entries: 0.318 -0.984

***

--- D ---
The following is a quantum chemistry calculation of C2H5NO in the gas phase, from the Open Molecules 2025 dataset.

The HOMO energy comes out at -9.61 eV. The gap between HOMO and LUMO is 10.58 eV.

```
! wB97M-V def2-TZVPD RIJCOSX def2/J DEFGRID3
* xyz 0 1
N 1.055 -0.202 -0.674
C 0.108 0.574 0.144
C -0.838 -0.448 0.583
O -0.671 -1.613 0.543
H 1.517 0.302 -1.465
H 0.473 -0.969 -1.117
H -0.479 1.337 -0.354
H 0.522 0.969 1.085
H -1.686 0.051 1.255
*
```

Mulliken atomic charge list, values in e, 2 entries: -0.567 -0.257

***

Which one is most stable, and which one is least stable? D is the most stable of them, while B is the least stable.